Entry 1:
{"formula": "C19H56N4O7", "method": "ωB97M-V/def2-TZVPD", "species": ["C", "C", "C", "O", "C", "N", "H", "H", "H", "H", "H", "H", "H", "H", "H", "H", "H", "C", "C", "C", "O", "C", "N", "H", "H", "H", "H", "H", "H", "H", "H", "H", "H", "H", "C", "C", "C", "O", "C", "N", "H", "H", "H", "H", "H", "H", "H", "H", "H", "H", "H", "C", "C", "C", "O", "C", "N", "H", "H", "H", "H", "H", "H", "H", "H", "H", "H", "H", "C", "O", "H", "H", "H", "H", "C", "O", "H", "H", "H", "H", "C", "O", "H", "H", "H", "H"], "xyz": [[-4.5480, -1.1124, -1.9903], [-3.2473, -0.8905, -2.6795], [-3.1922, -1.1698, -4.1652], [-3.5899, -2.4863, -4.4261], [-2.6010, -3.4986, -4.5307], [-2.8517, 0.4772, -2.3091], [-4.5683, -2.1860, -1.8027], [-5.3640, -0.8872, -2.6769], [-4.6112, -0.6240, -1.0179], [-2.5121, -1.5596, -2.2323], [-2.2035, -0.9213, -4.5509], [-3.8844, -0.5310, -4.7137], [-3.1605, -4.3588, -4.8984], [-2.1888, -3.8008, -3.5680], [-1.8034, -3.2976, -5.2460], [-2.7488, 0.6013, -1.3120], [-1.9730, 0.7853, -2.7003], [4.8474, 5.8456, 4.2097], [5.3703, 4.8530, 3.1717], [4.5922, 3.5104, 2.9098], [3.2884, 3.6208, 2.2959], [2.5582, 2.4397, 1.9974], [5.7803, 5.6498, 2.0303], [4.8119, 5.3712, 5.1904], [3.8798, 6.1695, 3.8261], [5.4117, 6.7782, 4.2126], [6.2650, 4.5077, 3.6897], [4.5373, 2.9529, 3.8448], [5.2889, 3.0131, 2.2350], [2.3822, 1.8251, 2.8803], [3.0654, 1.7412, 1.3319], [1.5637, 2.5717, 1.5712], [6.5878, 5.1766, 1.6507], [5.0140, 5.7149, 1.3755], [2.6571, 1.3376, -1.7469], [1.3501, 1.1040, -2.5580], [0.8969, 2.4510, -3.3942], [-0.4188, 2.2117, -3.9975], [-1.0777, 3.2680, -4.6714], [1.3818, 0.0058, -3.5053], [3.3114, 0.4892, -1.5464], [2.5005, 1.8619, -0.8042], [3.3345, 2.0658, -2.1929], [0.5407, 0.8670, -1.8675], [1.7900, 2.5263, -4.0145], [0.9359, 3.3188, -2.7359], [-1.4610, 4.0852, -4.0604], [-1.8558, 2.8317, -5.2977], [-0.3732, 3.7248, -5.3664], [2.1178, 0.1991, -4.1694], [0.5934, 0.1567, -4.1182], [-5.2891, -2.8272, 2.3182], [-4.1370, -3.3680, 3.1169], [-2.8843, -2.5181, 3.2575], [-3.1717, -1.2302, 3.8545], [-2.2081, -0.2130, 3.7562], [-4.6559, -3.5577, 4.4046], [-5.1121, -2.9426, 1.2489], [-5.4504, -1.7611, 2.4780], [-6.1290, -3.4972, 2.5021], [-3.7254, -4.3022, 2.7350], [-2.4986, -2.2522, 2.2733], [-2.0364, -3.0430, 3.6974], [-1.9677, -0.0609, 2.7039], [-1.3134, -0.4582, 4.3284], [-2.7002, 0.6497, 4.2052], [-3.9996, -4.0152, 5.0210], [-4.8727, -2.6940, 4.8812], [2.2433, -2.8865, 3.2618], [3.0147, -1.7153, 3.0244], [2.8435, -3.7794, 3.0866], [1.9079, -2.9916, 4.2936], [1.3385, -2.9485, 2.6572], [3.7774, -1.7234, 3.6074], [1.5894, -3.2903, -2.4709], [0.4981, -2.4962, -2.8517], [2.1237, -2.9427, -1.5867], [1.0952, -4.2386, -2.2594], [2.3642, -3.4229, -3.2260], [0.8561, -1.6554, -3.1458], [0.5025, -0.9530, 0.5174], [-0.5782, -1.2447, -0.3441], [1.4330, -1.4336, 0.2153], [0.5502, 0.1329, 0.4360], [0.4479, -1.3366, 1.5362], [-0.2757, -1.7684, -1.0897]], "mulliken_charge": [-1.526, 1.224, -0.790, -0.389, -0.665, -0.123, 0.383, 0.313, 0.517, -0.183, 0.368, 0.407, 0.291, 0.270, 0.322, 0.404, 0.109, -1.435, 0.268, -0.595, -0.381, -0.770, -0.627, 0.343, 0.292, 0.388, 0.324, 0.376, 0.290, 0.405, 0.292, 0.317, 0.264, 0.260, -1.595, 0.997, -0.963, -0.220, -0.851, -0.456, 0.461, 0.255, 0.442, -0.310, 0.391, 0.469, 0.331, 0.252, 0.347, 0.263, 0.176, -1.305, 0.451, -0.245, -0.357, -0.455, -0.758, 0.222, 0.281, 0.401, 0.374, -0.118, 0.407, 0.042, 0.270, 0.271, 0.261, 0.275, -0.496, -0.454, 0.316, 0.288, 0.106, 0.275, -0.724, -0.435, 0.205, 0.269, 0.302, 0.456, -0.388, -0.218, 0.154, 0.272, -0.051, 0.174], "lumo_energy_ev": [-2.41, -7.94], "s2": 0.755, "gap_ha": [0.304, 0.101], "multiplicity": 2, "charge": 1}

***

Entry 2:
{"formula": "C2H4NO", "method": "ωB97M-V/def2-TZVPD", "species": ["C", "C", "N", "O", "H", "H", "H", "H"], "xyz": [[-0.6960, -0.0570, 0.1816], [0.7177, 0.6419, 0.2593], [-0.6078, 1.2468, 0.2586], [-1.1760, 2.2679, 0.2338], [-1.1463, -0.7812, -1.3133], [-1.2416, -0.9020, 0.5142], [1.2314, 0.8930, 1.1067], [1.2160, 0.5073, -0.6543]], "mulliken_charge": [-0.478, -0.121, 0.552, -0.312, 0.400, 0.405, 0.309, 0.245], "lumo_energy_ev": [-8.43, -8.43], "gap_ha": [0.336, 0.336], "multiplicity": 1, "charge": 1}

***

Entry 3:
{"formula": "C2H2NO3S", "method": "ωB97M-V/def2-TZVPD", "species": ["C", "C", "N", "O", "O", "O", "S", "H", "H"], "xyz": [[0.6090, 1.5956, -0.1054], [0.1240, 0.1843, -0.1209], [1.7584, -0.8315, -0.5571], [-0.2119, 2.4758, -0.1991], [1.8725, 1.8015, 0.1074], [4.1074, -0.3834, -0.2255], [2.7569, -0.1146, 0.3130], [-0.4477, -0.2950, -0.8799], [-0.3504, -0.3809, 0.7098]], "mulliken_charge": [0.728, -0.402, -0.449, -0.631, -0.597, -0.561, 0.486, 0.211, 0.216], "lumo_energy_ev": 3.94, "gap_ha": 0.306, "multiplicity": 1, "charge": -1}

***

Entry 4:
{"formula": "C23H32AsILiN5O6S4", "method": "ωB97M-V/def2-TZVPD", "species": ["Li", "O", "S", "O", "O", "S", "I", "C", "C", "C", "C", "C", "N", "H", "H", "H", "H", "N", "C", "C", "C", "C", "C", "C", "S", "O", "O", "N", "C", "S", "C", "C", "N", "H", "H", "H", "H", "H", "H", "H", "H", "C", "As", "C", "C", "H", "H", "H", "H", "H", "H", "H", "H", "H", "O", "C", "C", "C", "C", "C", "C", "N", "H", "H", "H", "H", "H", "H", "H", "H", "H", "H", "H"], "xyz": [[0.6953, -1.0351, 0.6823], [2.4008, -1.5712, 0.2763], [2.6632, -2.8129, 1.0860], [4.0532, -2.8992, 1.5233], [1.6981, -2.7435, 2.2073], [2.2668, -4.4265, -0.1110], [-1.1306, -2.1341, 3.5794], [-1.1556, -3.2506, 1.7626], [-1.4354, -4.6122, 1.7768], [-1.3909, -5.2704, 0.5536], [-1.0890, -4.5676, -0.5880], [-0.8426, -3.2069, -0.4781], [-0.8649, -2.5640, 0.6829], [-1.6595, -5.1202, 2.6953], [-1.5627, -6.3343, 0.5474], [-1.0270, -5.0578, -1.5671], [-0.5239, -2.5989, -1.3343], [-3.2397, 2.5489, 6.8458], [-3.2472, 2.4349, 5.4378], [-3.1583, 3.5756, 4.6573], [-3.1645, 3.4482, 3.2781], [-3.2913, 2.2014, 2.7158], [-3.3905, 1.0590, 3.4949], [-3.3763, 1.1720, 4.8595], [-2.9885, 1.9580, 0.9853], [-2.8053, 3.2608, 0.3931], [-4.0878, 1.1964, 0.4513], [-1.6596, 1.1134, 0.9992], [-0.4961, 1.5888, 1.4126], [-0.1229, 3.3582, 1.6727], [1.4980, 2.8940, 2.0934], [1.6317, 1.5600, 2.0432], [0.5351, 0.8541, 1.6553], [-2.6866, 3.3233, 7.1766], [-2.9431, 1.7026, 7.3219], [-3.0647, 4.5548, 5.1255], [-3.0296, 4.3220, 2.6323], [-3.3779, 0.0864, 3.0195], [-3.4015, 0.2833, 5.4894], [2.2554, 3.6105, 2.3890], [2.5299, 0.9799, 2.2447], [3.7910, -0.8553, -4.2047], [3.0789, -1.2859, -2.3403], [4.5682, -2.4889, -1.9748], [3.8853, 0.3291, -1.5149], [4.8258, -0.5423, -4.1406], [3.1755, -0.0826, -4.6497], [3.7268, -1.7425, -4.8352], [5.4595, -2.0827, -2.4566], [4.2985, -3.4654, -2.3741], [4.7522, -2.6436, -0.9105], [4.9533, 0.3451, -1.6901], [3.7313, 0.2971, -0.4306], [3.4280, 1.2370, -1.9359], [0.0524, -0.2620, -1.1800], [-0.4435, 0.7773, -1.5408], [0.3358, 2.0634, -1.7540], [0.4318, 2.2218, -3.2854], [0.2574, 0.9361, -4.1426], [-1.1629, 0.4522, -4.3860], [-1.8827, -0.1129, -3.1598], [-1.7440, 0.8009, -2.0355], [1.2906, 1.9655, -1.2373], [-0.1818, 2.9065, -1.2811], [1.4203, 2.6266, -3.4871], [-0.2748, 3.0132, -3.5935], [0.8798, 0.1444, -3.7021], [0.7221, 1.1486, -5.1089], [-1.1811, -0.2970, -5.1713], [-1.7431, 1.3097, -4.7551], [-1.4589, -1.0716, -2.8327], [-2.9441, -0.2688, -3.3365], [-2.0617, 1.7461, -2.2413]], "mulliken_charge": [0.685, -0.715, 1.038, -0.709, -0.627, -0.606, 0.018, 0.086, -0.632, -0.114, -1.073, 0.122, 0.066, 0.380, 0.343, 0.357, 0.203, -0.652, 1.277, -0.678, -0.232, -0.584, -0.603, -0.833, 1.354, -0.721, -0.833, 0.050, 0.216, -0.231, -0.401, -0.851, -0.348, 0.220, 0.235, 0.268, 0.418, 0.509, 0.288, 0.431, 0.433, -1.375, 0.729, -1.247, -1.114, 0.400, 0.282, 0.377, 0.418, 0.330, 0.377, 0.510, 0.216, 0.266, 0.460, -1.001, -0.115, -0.883, 0.375, -0.990, -0.326, 0.157, 0.153, 0.132, 0.460, 0.334, -0.506, 0.437, 0.462, 0.328, -0.015, 0.438, 0.375], "lumo_energy_ev": 3.99, "gap_ha": 0.192, "multiplicity": 1, "charge": -2}

***

Entry 5:
{"formula": "C3H11NO", "method": "ωB97M-V/def2-TZVPD", "species": ["C", "N", "C", "C", "H", "H", "H", "H", "H", "H", "H", "H", "H", "H", "H", "O"], "xyz": [[-0.2337, 1.3680, -0.7690], [0.2167, 0.1022, -0.1688], [-0.9748, -0.7422, 0.0677], [1.0414, -0.5983, -1.1939], [-0.8669, 1.2013, -1.6465], [0.6165, 2.0116, -0.9390], [-0.8621, 1.8742, -0.0298], [-0.7058, -1.5461, 0.7516], [-1.6962, -0.1259, 0.5134], [-1.3927, -1.1735, -0.8486], [1.4122, -1.4864, -0.7085], [1.9079, 0.0255, -1.3939], [0.4749, -0.8366, -2.0967], [0.8289, -0.6186, 3.0000], [-0.0518, 0.3822, 2.2930], [0.2855, 0.1625, 3.1690]], "mulliken_charge": [-0.972, -0.165, -1.204, -0.980, 0.343, 0.371, 0.326, 0.326, 0.464, 0.446, 0.336, 0.332, 0.352, 0.309, 0.384, -0.669], "lumo_energy_ev": 0.95, "gap_ha": 0.377, "multiplicity": 1, "smiles": "CN(C)C.O", "charge": 0}

***

In order of appearance, energy relative to the best compared isomer or geometry (same formula, charge and spin) = 114.0, 632.2, 241.4, 0.0, 88.3 kJ/mol.
In order of appearance, electronic energy = -1502.6919, -208.0298, -756.0480, -5754.7692, -250.8630 a.u..